{
  "formula": "C71H164F15N7O25P3S9",
  "method": "ωB97M-V/def2-TZVPD",
  "charge": 1,
  "orbital_gap_ha": 0.330,
  "molar_mass_g_mol": 2182.61,
  "e_homo_ha": -0.39426,
  "e_lumo_ev": -1.75,
  "largest_force_ha_per_bohr": 0.0789,
  "species": ["C", "C", "C", "C", "P", "C", "C", "C", "C", "C", "C", "C", "C", "C", "C", "C", "C", "H", "H", "H", "H", "H", "H", "H", "H", "H", "H", "H", "H", "H", "H", "H", "H", "H", "H", "H", "H", "H", "H", "H", "H", "H", "H", "H", "H", "H", "H", "H", "H", "H", "H", "H", "H", "C", "C", "C", "C", "P", "C", "C", "C", "C", "C", "C", "C", "C", "C", "C", "C", "C", "H", "H", "H", "H", "H", "H", "H", "H", "H", "H", "H", "H", "H", "H", "H", "H", "H", "H", "H", "H", "H", "H", "H", "H", "H", "H", "H", "H", "H", "H", "H", "H", "H", "H", "H", "H", "C", "C", "C", "C", "P", "C", "C", "C", "C", "C", "C", "C", "C", "C", "C", "C", "C", "H", "H", "H", "H", "H", "H", "H", "H", "H", "H", "H", "H", "H", "H", "H", "H", "H", "H", "H", "H", "H", "H", "H", "H", "H", "H", "H", "H", "H", "H", "H", "H", "H", "H", "H", "H", "C", "N", "C", "C", "C", "C", "O", "H", "H", "H", "H", "H", "H", "H", "H", "H", "H", "H", "H", "H", "H", "C", "N", "C", "C", "C", "C", "O", "H", "H", "H", "H", "H", "H", "H", "H", "H", "H", "H", "H", "H", "H", "C", "N", "C", "C", "C", "C", "O", "H", "H", "H", "H", "H", "H", "H", "H", "H", "H", "H", "H", "H", "H", "C", "N", "C", "C", "C", "C", "O", "H", "H", "H", "H", "H", "H", "H", "H", "H", "H", "H", "H", "H", "H", "N", "S", "O", "O", "F", "S", "O", "O", "F", "N", "S", "O", "O", "F", "S", "O", "O", "F", "N", "S", "O", "O", "F", "S", "O", "O", "F", "C", "F", "F", "F", "S", "O", "O", "O", "C", "F", "F", "F", "S", "O", "O", "O", "C", "F", "F", "F", "S", "O", "O", "O"],
  "positions_angstrom": [[0.709, 5.202, 0.455], [-0.644, 5.854, 0.786], [-1.324, 6.672, -0.368], [-2.748, 6.874, 0.065], [-3.557, 8.362, -0.421], [-5.322, 8.342, 0.080], [-5.600, 8.090, 1.539], [-7.050, 8.426, 1.839], [-7.298, 9.866, 1.343], [-2.601, 9.816, 0.252], [-3.411, 11.155, 0.292], [-2.601, 12.117, 1.142], [-3.188, 13.557, 1.276], [-3.494, 8.406, -2.174], [-3.865, 9.670, -2.962], [-5.364, 10.095, -2.967], [-5.719, 11.343, -3.723], [0.650, 4.466, -0.302], [1.211, 4.820, 1.320], [1.432, 5.972, 0.092], [-0.553, 6.530, 1.650], [-1.373, 5.131, 1.173], [-1.255, 6.054, -1.298], [-0.736, 7.610, -0.458], [-2.692, 7.063, 1.155], [-3.372, 5.913, -0.037], [-5.753, 7.585, -0.552], [-5.786, 9.315, -0.209], [-4.935, 8.711, 2.131], [-5.256, 7.057, 1.824], [-7.377, 8.274, 2.891], [-7.643, 7.691, 1.270], [-7.986, 10.471, 1.918], [-7.656, 9.915, 0.321], [-6.350, 10.399, 1.452], [-1.706, 10.004, -0.344], [-2.339, 9.625, 1.311], [-4.385, 11.009, 0.724], [-3.498, 11.593, -0.728], [-1.570, 12.152, 0.755], [-2.390, 11.630, 2.139], [-2.579, 14.206, 1.914], [-4.155, 13.476, 1.737], [-3.221, 13.955, 0.291], [-4.008, 7.540, -2.546], [-2.400, 8.152, -2.405], [-3.666, 9.465, -4.018], [-3.197, 10.519, -2.571], [-5.690, 10.256, -1.922], [-5.949, 9.284, -3.398], [-6.688, 11.754, -3.398], [-5.682, 11.248, -4.815], [-5.003, 12.102, -3.511], [4.793, 2.312, 0.716], [4.477, 2.921, 2.086], [3.028, 2.643, 2.458], [2.829, 1.195, 3.120], [2.553, 1.210, 4.894], [2.608, -0.421, 5.642], [3.828, -1.254, 5.188], [3.978, -2.590, 5.879], [4.083, -2.611, 7.380], [3.835, 2.230, 5.675], [5.264, 1.731, 6.029], [6.125, 2.641, 6.837], [6.327, 3.987, 6.118], [1.001, 1.926, 5.422], [-0.072, 1.724, 4.453], [-1.109, 2.795, 4.354], [-2.016, 2.499, 3.191], [4.028, 2.707, 0.078], [4.835, 1.196, 0.698], [5.781, 2.630, 0.344], [4.541, 3.956, 2.008], [5.132, 2.612, 2.928], [2.406, 2.685, 1.526], [2.614, 3.408, 3.108], [3.830, 0.712, 3.057], [2.182, 0.487, 2.676], [1.647, -0.914, 5.398], [2.743, -0.225, 6.711], [4.742, -0.747, 5.155], [3.540, -1.493, 4.145], [4.905, -3.229, 5.590], [3.193, -3.259, 5.669], [3.230, -2.019, 7.748], [4.971, -2.095, 7.778], [4.020, -3.610, 7.816], [3.437, 2.418, 6.731], [3.823, 3.181, 5.158], [5.792, 1.543, 5.075], [5.216, 0.718, 6.519], [7.151, 2.158, 6.911], [5.705, 2.789, 7.912], [5.348, 4.366, 5.930], [6.928, 3.857, 5.187], [6.811, 4.772, 6.716], [1.140, 2.980, 5.547], [0.759, 1.546, 6.408], [-0.587, 0.787, 4.601], [0.302, 1.486, 3.463], [-0.741, 3.834, 4.228], [-1.680, 2.744, 5.261], [-2.680, 1.690, 3.466], [-1.471, 2.177, 2.303], [-2.724, 3.356, 3.043], [-2.151, 1.794, -10.247], [-0.764, 1.081, -9.918], [-0.916, -0.407, -9.565], [0.376, -0.962, -9.015], [0.312, -2.683, -8.700], [-1.038, -2.819, -7.553], [-0.985, -1.998, -6.237], [-1.744, -2.775, -5.122], [-1.763, -2.102, -3.727], [0.033, -3.744, -10.143], [1.151, -4.456, -10.886], [1.879, -3.634, -11.983], [0.952, -3.125, -13.114], [1.893, -3.240, -7.993], [1.786, -4.723, -7.657], [3.161, -5.466, -7.520], [4.218, -4.688, -6.826], [-1.936, 2.852, -10.320], [-2.766, 1.675, -9.353], [-2.666, 1.468, -11.143], [-0.384, 1.628, -9.064], [-0.208, 1.266, -10.771], [-1.176, -1.106, -10.356], [-1.627, -0.460, -8.754], [0.450, -0.359, -8.136], [1.256, -0.796, -9.635], [-1.103, -3.849, -7.340], [-1.964, -2.613, -8.148], [-1.386, -1.001, -6.383], [0.031, -1.819, -5.945], [-1.245, -3.776, -5.033], [-2.798, -2.943, -5.492], [-2.575, -1.311, -3.732], [-0.781, -1.691, -3.526], [-2.059, -2.862, -3.024], [-0.589, -3.232, -10.887], [-0.676, -4.522, -9.704], [0.665, -5.272, -11.382], [1.907, -4.855, -10.234], [2.538, -4.419, -12.397], [2.398, -2.734, -11.613], [0.385, -2.252, -12.763], [0.218, -3.931, -13.339], [1.498, -2.919, -14.043], [2.164, -2.678, -7.101], [2.573, -3.038, -8.850], [1.120, -5.228, -8.343], [1.186, -4.768, -6.714], [3.431, -5.685, -8.560], [2.944, -6.451, -7.038], [3.855, -4.425, -5.818], [4.486, -3.758, -7.369], [5.112, -5.291, -6.659], [-3.801, -3.542, -0.338], [-4.077, -4.557, 0.730], [-3.305, -5.801, 0.499], [-3.755, -3.993, 2.136], [-5.556, -4.958, 0.494], [-6.458, -4.237, 1.424], [-6.356, -4.904, 2.650], [-4.555, -2.747, -0.195], [-3.919, -4.058, -1.253], [-2.838, -3.103, -0.266], [-3.375, -6.474, 1.335], [-2.246, -5.515, 0.414], [-3.564, -6.265, -0.484], [-4.046, -4.704, 2.922], [-4.311, -3.015, 2.365], [-2.719, -3.814, 2.212], [-5.650, -6.024, 0.648], [-5.838, -4.635, -0.554], [-7.476, -4.333, 1.049], [-6.327, -3.175, 1.447], [-6.498, -4.227, 3.335], [2.577, -6.663, 2.206], [3.048, -5.228, 2.160], [3.206, -4.848, 0.738], [2.026, -4.323, 2.771], [4.440, -5.059, 2.842], [4.624, -5.550, 4.239], [4.620, -6.962, 4.232], [3.518, -7.214, 2.306], [1.956, -6.890, 1.360], [2.039, -6.837, 3.153], [3.902, -5.485, 0.245], [3.637, -3.828, 0.688], [2.244, -4.942, 0.228], [2.406, -3.271, 2.796], [1.870, -4.719, 3.809], [1.093, -4.317, 2.259], [4.730, -3.978, 2.750], [5.177, -5.560, 2.207], [3.847, -5.058, 4.871], [5.518, -5.102, 4.657], [3.856, -7.182, 4.822], [-3.240, -4.324, 7.363], [-2.214, -3.252, 7.124], [-1.350, -3.075, 8.368], [-1.313, -3.651, 6.037], [-3.007, -1.974, 6.814], [-2.245, -0.705, 6.521], [-1.558, -0.044, 7.542], [-2.644, -5.201, 7.635], [-3.883, -4.555, 6.453], [-3.985, -3.973, 8.130], [-1.941, -2.728, 9.241], [-0.495, -2.449, 8.171], [-0.990, -4.056, 8.674], [-1.812, -3.715, 5.069], [-0.805, -4.566, 6.318], [-0.589, -2.875, 6.001], [-3.666, -1.891, 7.633], [-3.553, -2.334, 5.940], [-2.963, 0.083, 6.069], [-1.465, -0.957, 5.780], [-2.109, 0.332, 8.278], [4.517, 0.239, -1.975], [4.098, -0.946, -2.801], [3.332, -0.536, -4.048], [5.318, -1.750, -3.191], [3.187, -1.826, -1.894], [2.219, -2.646, -2.670], [2.827, -3.575, -3.584], [3.564, 0.750, -1.704], [5.210, 0.880, -2.533], [4.971, -0.184, -1.051], [3.917, 0.213, -4.614], [2.487, 0.016, -3.695], [3.072, -1.339, -4.746], [5.999, -1.064, -3.711], [4.919, -2.627, -3.714], [5.817, -2.138, -2.356], [2.773, -1.057, -1.247], [3.855, -2.429, -1.312], [1.491, -2.020, -3.197], [1.579, -3.102, -1.867], [2.170, -4.283, -3.720], [-0.688, 2.001, -4.202], [0.055, 2.161, -2.743], [0.818, 1.008, -2.463], [-0.778, 2.797, -1.756], [1.302, 3.204, -3.076], [-0.071, 1.511, -5.514], [-1.148, 1.118, -6.358], [1.012, 0.581, -5.358], [0.518, 2.721, -6.189], [-0.404, -6.443, -4.304], [-0.502, -5.773, -2.870], [-1.841, -5.705, -2.394], [0.163, -4.525, -2.702], [0.338, -6.726, -1.955], [0.786, -6.955, -5.193], [2.121, -6.378, -4.894], [0.459, -7.062, -6.589], [1.019, -8.482, -4.733], [-5.878, -0.820, 4.943], [-5.714, -0.245, 3.472], [-5.342, -1.284, 2.489], [-4.997, 0.985, 3.587], [-7.187, 0.219, 3.109], [-6.657, -2.151, 5.237], [-5.950, -2.960, 6.172], [-7.196, -2.788, 4.072], [-7.956, -1.684, 5.926], [2.520, -6.595, 7.754], [1.977, -5.710, 8.599], [3.692, -6.041, 7.487], [2.695, -7.739, 8.425], [1.543, -6.849, 6.213], [1.331, -5.481, 5.765], [2.498, -7.663, 5.465], [0.443, -7.538, 6.735], [-0.323, -1.159, 1.044], [0.592, -1.886, 0.454], [0.114, 0.087, 0.961], [-1.412, -1.307, 0.334], [-0.487, -1.676, 2.809], [-1.759, -1.058, 3.200], [-0.585, -3.083, 2.520], [0.724, -1.242, 3.505], [6.824, -1.420, 2.637], [6.630, -2.325, 3.659], [6.488, -0.211, 3.202], [8.108, -1.390, 2.331], [5.729, -1.848, 1.257], [6.131, -3.190, 1.030], [4.459, -1.615, 1.955], [6.174, -0.796, 0.341]],
  "mulliken_charge": [-0.866, -0.477, -0.506, -1.043, 1.174, 0.207, -0.909, -0.572, -0.774, -1.340, 0.631, -0.680, -1.350, -1.169, -0.765, 0.084, -1.510, 0.086, 0.096, 0.325, 0.402, 0.238, 0.352, 0.349, 0.547, 0.427, 0.739, -0.855, 0.366, 0.360, 0.389, 0.342, 0.406, 0.263, 0.012, 0.675, 0.610, -0.271, 0.067, 0.391, 0.380, 0.395, 0.322, 0.358, 0.649, 0.398, 0.470, 0.200, -0.142, 0.455, 0.378, 0.367, 0.358, -1.194, -0.819, -0.924, 1.200, 1.635, 0.007, 0.900, 1.013, -1.809, -1.040, 0.347, -0.601, -1.165, -1.925, 1.935, -0.818, -0.271, 0.411, 0.175, 0.480, 0.578, 0.059, 0.096, 0.804, -1.086, 0.404, -1.084, 1.290, 0.825, -1.168, -0.078, -0.988, 0.234, 0.314, 0.490, 0.471, 0.505, -0.122, -0.144, 0.364, 0.307, 0.298, 0.231, 0.431, 0.604, 0.589, -1.162, -0.369, 0.396, 0.394, -0.292, 0.121, 0.306, -1.397, -0.556, -0.511, -0.515, 0.455, -1.904, 0.077, -0.408, -0.185, -1.351, -0.424, -0.478, -1.215, 0.089, -0.235, -0.718, -0.818, 0.410, 0.336, 0.339, 0.243, 0.524, 0.453, 0.210, -0.192, 0.817, 1.150, 0.686, 0.353, 0.044, -0.232, 0.325, 0.501, -0.365, -0.138, 0.709, 0.584, 0.624, -0.121, 0.445, 0.239, 0.248, 0.298, 0.393, -0.073, 0.712, 0.787, -0.450, 0.413, 0.278, -0.149, 0.307, 0.456, -1.143, 1.119, -1.175, -0.302, -0.568, -0.336, -0.608, 0.418, 0.574, 0.004, 0.408, 0.237, 0.477, 0.498, -0.415, 0.303, 0.406, 0.280, 0.518, 0.055, 0.477, -0.852, 1.327, -1.203, -0.065, 1.042, -0.171, -0.677, 0.384, 0.252, 0.211, 0.695, -0.201, 0.544, -0.258, -0.680, 0.825, -1.258, 0.491, -0.337, 0.429, 0.605, -0.725, 0.374, -0.894, -0.484, -0.462, 0.775, -0.549, 0.454, 0.177, 0.360, 0.305, 0.343, 0.411, -0.092, 0.557, 0.047, 0.526, 0.056, 0.394, -1.024, 0.353, -0.693, 0.886, -0.894, -0.515, -0.234, 0.755, -0.633, 0.245, 0.391, 0.178, 0.535, 0.163, 0.104, 0.381, 0.081, 0.173, 0.027, 0.317, -0.322, 0.373, -0.030, -0.655, 1.104, -0.306, -0.475, -0.392, 0.998, -0.716, -0.386, -0.241, -0.417, 1.006, -0.572, -0.308, -0.264, 1.061, -0.554, -0.616, -0.308, -0.387, 1.036, -0.575, -0.612, -0.282, 1.064, -0.551, -0.688, -0.244, 0.643, -0.250, -0.214, -0.248, 1.044, -0.566, -0.807, -0.757, -0.472, -0.100, -0.007, -0.098, 1.200, -0.618, -0.811, -0.283, 0.394, -0.253, -0.251, -0.228, 0.682, -0.685, 0.005, -0.833]
}